Here is a cluster of 3 separate species, C12H21ClN3O4 in total from the OMol25 dataset. Energies are from the ωB97M-V functional and the def2-TZVPD basis.

Values from the calculation:
* E_tot: -1394.729039 hartree
* largest force on an atom: 9.80 eV/A
* gap between HOMO and LUMO: 0.2124 Ha
* energy relative to the best compared isomer or geometry (same formula, charge and spin): 221.21 kcal per mole
* net charge: -1
* multiplicity: 1

```
41
Properties=species:S:1:pos:R:3:lowdin_charge:R:1
Cl -0.687 -0.269 -0.573 0.80
O -1.754 0.696 -0.151 -0.31
O -1.293 -1.545 -0.810 -0.34
O -0.050 0.090 -1.794 -0.36
O 0.247 -0.497 0.553 -0.47
C -4.273 0.053 -1.809 -0.12
C -3.158 -0.776 -2.511 -0.22
C -2.152 0.191 -3.249 -0.17
C -1.823 1.469 -2.575 -0.18
N -1.505 2.450 -2.020 0.02
H -3.782 0.678 -1.064 0.04
H -5.014 -0.534 -1.265 0.06
H -4.862 0.744 -2.411 0.06
H -3.584 -1.561 -3.136 0.09
H -2.635 -1.426 -1.809 0.04
H -2.506 0.543 -4.218 0.11
H -1.195 -0.296 -3.433 0.09
C 2.500 0.108 -0.564 -0.12
C 2.668 1.213 0.387 -0.27
C 1.446 2.103 0.481 -0.16
C 0.593 2.358 -0.742 -0.08
N -0.068 2.641 -1.693 0.01
H 3.399 -0.495 -0.691 0.08
H 2.125 0.407 -1.542 0.07
H 1.746 -0.608 -0.236 0.05
H 3.559 1.805 0.177 0.11
H 2.861 0.821 1.386 0.06
H 1.755 3.052 0.920 0.11
H 0.826 1.648 1.254 0.08
C 2.675 -0.610 3.112 -0.10
C 1.223 -0.519 2.577 -0.28
C 0.291 -1.696 2.833 -0.16
C 0.724 -3.008 2.244 -0.22
N 0.966 -3.994 1.749 0.13
H 2.677 -1.162 4.052 0.06
H 3.114 0.387 3.111 0.06
H 3.354 -1.202 2.499 0.07
H 1.298 -0.315 1.509 0.00
H 0.760 0.390 2.961 0.12
H -0.763 -1.611 2.568 0.12
H 0.296 -1.724 3.922 0.10
```


Here is a structure of composition C27H55F3N7O9SV from the OMol25 dataset. Energies are from the ωB97M-V functional and the def2-TZVPD basis.

Values from the calculation:
* E_tot: -3763.812547 hartree
* largest force on an atom: 2.36 eV/A
* gap between HOMO and LUMO (alpha / beta): 0.2384 / 0.2704 Ha
* net charge: 0
* multiplicity: 3

```
103
Properties=species:S:1:pos:R:3:lowdin_charge:R:1
V -1.513 -12.752 -12.318 1.16
N -1.336 -11.402 -14.628 -0.50
O -1.429 -10.886 -15.703 0.15
O -0.939 -12.581 -14.420 -0.07
O -1.642 -10.863 -13.509 -0.07
N -1.995 -15.255 -13.121 -0.49
O -2.091 -16.383 -13.515 0.11
O -2.899 -14.400 -13.092 -0.02
O -0.933 -14.816 -12.551 -0.09
C -4.920 -13.487 -10.044 -0.68
F -5.899 -12.681 -9.703 0.18
F -4.699 -14.385 -9.112 0.18
F -5.175 -14.065 -11.192 0.18
S -3.331 -12.453 -10.194 0.64
O -3.210 -11.614 -9.036 -0.22
O -2.164 -13.349 -10.355 -0.36
O -3.245 -11.880 -11.554 -0.36
N 2.850 -16.934 -11.521 0.00
C 2.905 -17.370 -10.233 -0.14
C 1.599 -17.511 -9.808 -0.11
C 0.738 -17.106 -10.855 -0.11
C 1.551 -16.792 -11.929 -0.15
H 3.648 -16.724 -12.091 0.14
H 3.841 -17.411 -9.704 0.10
H 1.310 -17.748 -8.797 0.09
H -0.333 -17.075 -10.748 0.09
H 1.288 -16.438 -12.911 0.10
N -4.540 -18.264 -12.501 0.01
C -4.624 -19.493 -11.955 -0.15
C -5.891 -19.646 -11.432 -0.11
C -6.553 -18.426 -11.668 -0.12
C -5.706 -17.551 -12.336 -0.11
H -3.738 -17.956 -13.027 0.10
H -3.852 -20.230 -12.108 0.10
H -6.326 -20.513 -10.968 0.09
H -7.546 -18.251 -11.280 0.09
H -5.855 -16.546 -12.680 0.09
C 2.126 -13.104 -9.796 -0.05
C 0.826 -13.273 -10.600 -0.24
N 0.277 -12.132 -11.405 -0.22
C 1.336 -11.752 -12.431 -0.20
C 1.918 -12.897 -13.254 -0.06
C 0.219 -10.970 -10.480 -0.23
C -0.571 -9.761 -10.964 -0.06
H 2.428 -14.082 -9.427 0.08
H 1.931 -12.501 -8.906 0.08
H 2.936 -12.589 -10.312 0.07
H 0.855 -14.198 -11.174 0.08
H 0.072 -13.517 -9.849 0.11
H 1.036 -10.892 -13.028 0.12
H 2.170 -11.354 -11.850 0.11
H 2.703 -12.490 -13.891 0.09
H 2.277 -13.692 -12.603 0.06
H 1.242 -13.407 -13.944 0.07
H 1.212 -10.684 -10.132 0.12
H -0.257 -11.287 -9.545 0.13
H -0.375 -8.954 -10.255 0.09
H -1.634 -9.962 -11.064 0.06
H -0.208 -9.327 -11.897 0.07
C -8.706 -13.589 -16.835 -0.09
C -7.800 -14.672 -17.412 -0.27
N -6.723 -15.031 -16.512 -0.20
C -7.141 -15.814 -15.363 -0.24
C -7.431 -17.284 -15.714 -0.07
C -5.515 -15.446 -17.211 -0.25
C -4.321 -15.729 -16.290 -0.08
H -8.057 -12.714 -16.732 0.07
H -9.099 -13.772 -15.835 0.06
H -9.533 -13.353 -17.504 0.07
H -8.403 -15.560 -17.662 0.11
H -7.404 -14.253 -18.338 0.11
H -8.038 -15.410 -14.896 0.11
H -6.374 -15.771 -14.589 0.08
H -6.611 -17.824 -16.184 0.06
H -8.411 -17.360 -16.183 0.07
H -7.568 -17.843 -14.777 0.06
H -5.721 -16.324 -17.839 0.11
H -5.220 -14.604 -17.841 0.11
H -4.058 -14.943 -15.586 0.07
H -4.569 -16.614 -15.695 0.05
H -3.516 -16.010 -16.968 0.06
C -3.800 -19.589 -18.455 -0.09
C -2.423 -18.953 -18.467 -0.27
N -1.628 -19.235 -17.291 -0.19
C -2.210 -18.777 -16.052 -0.25
C -1.506 -19.378 -14.823 -0.07
C -0.274 -18.735 -17.491 -0.26
C 0.562 -19.705 -18.334 -0.09
H -4.491 -19.198 -17.709 0.05
H -3.740 -20.678 -18.394 0.08
H -4.332 -19.395 -19.393 0.07
H -1.952 -19.222 -19.415 0.11
H -2.567 -17.864 -18.624 0.11
H -2.206 -17.678 -16.006 0.10
H -3.238 -19.133 -16.013 0.10
H -2.210 -19.427 -13.991 0.04
H -1.161 -20.394 -15.012 0.08
H -0.656 -18.767 -14.522 0.06
H 0.267 -18.579 -16.560 0.11
H -0.268 -17.782 -18.045 0.11
H 0.100 -19.946 -19.291 0.06
H 0.582 -20.641 -17.761 0.07
H 1.618 -19.486 -18.495 0.07
```